# 1
Computed, not measured: a cluster of 2 separate species, C3H9N2O2 in total, with ωB97M-V/def2-TZVPD.

Results
Spin multiplicity ... 1
E_HOMO (spin up / spin down) ... -14.9 / -14.9 eV
Gap between HOMO and LUMO (spin up / spin down) ... 9.8 / 9.8 eV
Charge ... +1

XYZ file:
```
16
Properties=species:S:1:pos:R:3:forces:R:3
C -0.5780 0.5703 0.7160 -0.88 1.77 -3.03
C 1.8458 -1.5054 -0.8400 -0.08 0.70 -3.65
C 0.3335 -1.3496 -0.6119 1.59 4.08 -1.70
N -0.7057 1.5184 1.6052 -0.13 -1.50 1.19
N 0.1385 -0.4958 0.6033 -1.64 -0.14 -0.31
O -2.0544 2.4033 -0.4898 3.01 1.99 -0.07
O -1.5103 1.2538 -0.9011 1.73 -2.25 2.75
H 2.3184 -2.3030 -0.3783 0.46 -1.66 1.47
H 2.0346 -1.7726 -1.9742 -0.63 0.68 2.05
H 2.4634 -0.6301 -0.6581 -0.36 0.33 0.05
H -0.0832 -2.2866 -0.5622 -1.57 -1.88 0.44
H -0.1002 -0.6843 -1.4446 0.48 -1.45 1.15
H -0.7642 1.3430 2.6468 0.24 0.52 -1.77
H -0.8623 2.4305 1.1866 -0.58 0.28 0.29
H 0.4956 -0.8456 1.4622 0.87 -0.30 0.87
H -2.9716 2.3536 -0.3601 -2.52 -1.17 0.27
```
Forces are in eV/Å.

Atom charges from the Mulliken analysis, given in e for atoms 1 to 4:
1 C 0.5970
2 C -1.1614
3 C -0.2113
4 N -0.3389



# 2
Computed, not measured: the ion C4H9N2O with charge +1, with ωB97M-V/def2-TZVPD.

Results
Spin multiplicity ... 1
Structure (SMILES) ... CN(C#[NH+])CCO
E_HOMO ... -14.3 eV
Gap between HOMO and LUMO ... 10.5 eV
Charge ... +1

XYZ file:
```
16
Properties=species:S:1:pos:R:3:forces:R:3
C -0.9799 0.9478 -0.5060 1.45 -0.69 0.06
C 0.4013 -0.8291 0.4596 0.64 -4.73 -2.93
C 1.3177 -0.9095 -0.8048 0.79 1.09 0.90
C -0.8026 0.8526 1.7787 -0.04 -2.07 1.34
N -0.4562 0.2874 0.4245 -1.84 1.63 2.56
N -1.1771 1.7830 -1.2914 -0.61 0.87 -0.90
O 0.8324 -1.5201 -1.8955 -3.39 -2.77 -1.44
H -0.2097 -1.8416 0.4057 0.92 2.02 0.39
H 1.0464 -0.9124 1.3351 -0.43 0.77 0.12
H 1.5829 0.0576 -1.1745 0.82 1.23 0.84
H 2.1625 -1.5208 -0.6128 1.31 0.09 1.42
H -1.0350 -0.0086 2.4512 0.93 0.18 -0.54
H 0.0735 1.3823 2.1478 -0.40 0.32 0.01
H -1.7795 1.2814 1.8927 -0.15 1.26 -0.88
H -1.9405 2.0685 -1.8744 -0.32 0.02 -0.33
H 0.9638 -1.1184 -2.7358 0.32 0.78 -0.62
```
Forces are in eV/Å.

Atom charges from the Mulliken analysis, given in e for atoms 1 to 4:
1 C 0.4074
2 C -0.3862
3 C -0.6596
4 C -1.0735



# 3
Computed, not measured: the molecule C8H10O4, with ωB97M-V/def2-TZVPD.

Results
Spin multiplicity ... 1
E_HOMO ... -7.9 eV
Gap between HOMO and LUMO ... 8.5 eV
Charge ... 0

XYZ file:
```
22
Properties=species:S:1:pos:R:3:forces:R:3
C 0.1115 2.0430 0.2594 -0.37 -0.15 0.03
C 0.8912 0.0506 -0.9748 -1.99 -0.54 1.38
C -1.0418 1.6326 0.7751 0.30 0.65 0.27
C 0.9982 1.3514 -0.6698 0.18 -0.32 -0.06
C 2.0525 2.1956 -1.2505 0.31 -0.07 -0.33
C -0.8844 -0.7031 0.6947 1.87 0.08 -1.26
C -2.1558 -1.7485 -0.9752 -0.33 0.07 -0.49
C 1.0403 -1.6712 1.6000 0.48 -0.41 -0.22
O 2.2203 3.3712 -1.0272 0.01 0.11 0.06
O -1.6438 0.3763 0.6001 0.26 -0.99 -0.02
O -1.3329 -1.8484 0.1778 0.36 1.12 1.21
O -0.0563 -0.7809 1.7363 -1.33 0.35 -0.83
H 0.4087 3.0633 0.4735 -0.23 0.03 0.10
H 1.4605 -0.4109 -1.7687 0.49 0.13 -0.19
H -1.6843 2.2699 1.3620 -0.02 -0.08 0.05
H 2.7399 1.6430 -1.9237 -0.03 0.05 -0.06
H -3.0267 -1.1186 -0.7850 0.12 -0.09 -0.01
H -2.4723 -2.7654 -1.2005 0.08 0.11 0.02
H -1.5665 -1.3312 -1.7970 0.00 -0.01 0.08
H 1.6479 -1.5496 2.4931 -0.11 0.00 -0.02
H 1.5959 -1.3675 0.7028 -0.09 -0.13 0.20
H 0.6978 -2.7016 1.4974 0.03 0.07 0.07
```
Forces are in eV/Å.

Atom charges from the Mulliken analysis, given in e for atoms 1 to 4:
1 C -0.1961
2 C -1.3964
3 C -0.6145
4 C 1.3269



# 4
Computed, not measured: the ion C11H14ClN2 with charge +1, with ωB97M-V/def2-TZVPD.

Results
Spin multiplicity ... 1
Structure (SMILES) ... CCc1[nH]cc([C@@]2(Cl)C=CC=CC2)[nH+]1
E_HOMO ... -11.9 eV
Gap between HOMO and LUMO ... 9.1 eV
Charge ... +1

XYZ file:
```
28
Properties=species:S:1:pos:R:3:forces:R:3
C -0.1815 1.3393 0.4966 2.88 1.77 -0.38
C -0.4693 0.0835 0.2622 -3.33 -3.72 0.67
C 1.7431 0.1138 0.4583 -0.11 -0.93 -0.42
C -4.0358 1.2568 0.0371 -1.09 0.78 0.20
C -3.5669 0.7688 1.3144 0.28 0.23 -0.42
C -3.6727 0.7039 -1.1127 -1.71 0.11 -1.23
C -2.7687 -0.2835 1.4174 0.65 0.18 -0.77
C -2.5804 -0.2953 -1.1792 0.96 1.37 0.14
C -2.0324 -0.7386 0.1601 3.11 2.10 1.40
C 3.5423 -1.3720 -0.4828 1.62 0.33 -0.86
C 3.1538 -0.2889 0.5243 -0.60 -2.01 2.03
N 1.2735 1.3396 0.5024 -0.16 3.14 1.36
N 0.6991 -0.6943 0.2949 -1.89 1.78 -0.18
Cl -1.5633 -2.4521 0.1283 -0.37 -0.43 0.18
H -0.6840 2.2894 0.5816 -0.28 -0.33 -0.05
H -4.8471 1.9878 0.1898 0.30 -0.45 -0.87
H -3.9552 1.3233 2.1462 -0.03 -0.30 0.65
H -4.3615 0.7495 -2.0257 1.42 0.51 1.22
H -2.4688 -0.5900 2.3943 0.37 -0.68 0.28
H -2.9350 -1.0996 -1.7296 -0.59 -1.78 -1.00
H -1.6999 0.0968 -1.7323 -0.79 -0.15 -0.09
H 3.1487 -2.3661 -0.2031 -0.35 0.62 -0.51
H 4.7180 -1.5899 -0.5018 -2.61 1.00 -0.15
H 3.1409 -0.9054 -1.4692 1.01 -1.67 1.22
H 3.7094 0.5673 0.4695 1.65 2.29 -0.81
H 3.3259 -0.5275 1.6012 -0.06 -0.55 -0.59
H 1.8669 2.2067 0.7693 -1.35 -2.18 -0.86
H 0.4663 -1.6663 0.3656 1.07 -1.01 -0.17
```
Forces are in eV/Å.

Atom charges from the Mulliken analysis, given in e for atoms 1 to 4:
1 C -0.5775
2 C -0.4269
3 C 0.1409
4 C -0.3278



# 5
Computed, not measured: a structure of composition C40H44N2O3P2STeTi, with ωB97M-V/def2-TZVPD.

Results
Spin multiplicity ... 4
E_HOMO (spin up / spin down) ... -2.6 / -3.5 eV
Gap between HOMO and LUMO (spin up / spin down) ... 4.7 / 5.6 eV
Charge ... -1

XYZ file:
```
94
Properties=species:S:1:pos:R:3:forces:R:3
Ti -0.0396 0.3431 -1.2076 0.59 0.83 -0.22
C 0.0290 -0.5792 5.6842 0.01 -0.01 0.07
C 0.2353 -0.4821 4.1951 -0.01 0.12 -0.02
C 0.9168 -1.4772 3.4988 0.01 -0.05 -0.09
C 1.1542 -1.3439 2.1359 0.09 0.06 0.13
C 1.7266 -2.5067 1.3446 -0.14 0.05 0.23
O 0.8965 -3.3285 0.9561 0.03 -0.05 -0.02
C 3.1581 -2.6292 1.0428 0.16 0.13 -0.17
C 4.0119 -1.5481 1.0265 -0.35 -0.15 0.12
C 4.3457 -2.5056 -1.9826 0.14 0.01 0.00
C 4.7511 -3.8741 -1.5335 0.05 0.03 0.00
C 4.3430 -4.4757 -0.3678 -0.03 -0.04 0.04
C 3.5339 -3.9929 0.6661 0.06 -0.11 -0.04
C 0.7167 -0.2064 1.4637 0.14 0.08 -0.12
O 1.1665 -0.0125 0.2161 -0.37 -0.11 -0.05
C -0.1669 0.7189 2.0880 0.00 0.00 0.19
C -0.2989 0.5836 3.4901 0.07 -0.05 0.06
C -0.9367 1.6937 1.3584 0.09 -0.04 -0.20
N -1.0067 1.6882 -0.0183 -0.06 -0.31 0.17
C -1.9020 2.6324 -0.6743 0.07 -0.06 0.03
C -3.3981 2.3584 -0.5282 -0.08 0.03 0.08
Te -4.1232 0.4161 -1.0758 -0.08 0.01 -0.06
C -4.0276 -0.3516 0.8858 0.12 -0.09 0.08
C -5.0730 -0.1684 1.7873 -0.08 0.00 -0.09
C -4.9535 -0.6177 3.0951 -0.07 0.00 0.02
C -3.7873 -1.2442 3.5142 0.03 -0.07 0.03
C -2.7425 -1.4340 2.6215 -0.01 -0.07 -0.05
C -2.8681 -0.9971 1.3085 0.02 0.04 0.00
C -1.7457 2.6675 2.1353 0.02 0.19 0.06
C -1.4516 4.0324 2.1162 0.03 -0.07 -0.02
C -2.2301 4.9482 2.8092 -0.02 0.01 0.02
C -3.3170 4.5136 3.5534 -0.01 0.02 0.01
C -3.6113 3.1569 3.6015 -0.01 0.02 0.01
C -2.8349 2.2475 2.9030 0.01 -0.05 -0.03
H 0.5115 -1.4697 6.0885 0.00 -0.01 -0.01
H -1.0323 -0.6299 5.9417 -0.02 0.00 -0.01
H 0.4456 0.2870 6.2033 0.00 0.01 -0.01
H 1.2795 -2.3586 4.0168 0.00 -0.01 0.01
H 3.4338 -0.7208 1.4840 0.12 0.10 -0.05
H 4.8831 -2.2434 -2.9009 -0.03 0.00 -0.01
H 5.3519 -4.4724 -2.2107 0.02 0.02 -0.03
H 4.6197 -5.5246 -0.2714 0.01 0.00 -0.02
H 3.1049 -4.7739 1.2915 -0.02 0.04 0.02
H -0.8664 1.3225 4.0408 0.00 0.00 0.01
H -1.6528 2.6372 -1.7399 -0.01 -0.01 0.03
H -1.7497 3.6560 -0.3070 0.05 0.04 -0.08
H -3.9640 3.0777 -1.1219 0.01 0.01 -0.03
H -3.7187 2.4624 0.5070 -0.01 0.07 -0.02
H -5.9759 0.3371 1.4665 0.00 0.00 0.00
H -5.7699 -0.4659 3.7912 -0.01 0.00 0.01
H -3.6906 -1.5779 4.5403 0.01 0.00 0.00
H -1.8143 -1.8973 2.9327 -0.02 -0.02 0.01
H -2.0416 -1.1389 0.6248 -0.06 -0.04 0.01
H -0.5897 4.3768 1.5565 0.00 0.01 -0.01
H -1.9788 6.0012 2.7741 -0.01 0.01 0.01
H -3.9265 5.2251 4.0964 0.00 0.01 0.00
H -4.4555 2.8014 4.1798 -0.01 0.00 0.01
H -3.0750 1.1920 2.9372 0.04 0.09 0.02
C 2.2672 -0.7421 -4.4619 0.06 -0.08 -0.02
P 2.1334 -0.7805 -2.6287 -0.11 0.24 0.16
C 2.8298 -2.4282 -2.2158 -0.07 -0.01 0.00
C 3.4498 0.4225 -2.1652 0.09 -0.11 0.03
C 3.0719 1.8421 -2.5857 0.03 0.15 -0.02
P 1.5235 2.4100 -1.7749 0.01 -0.31 0.03
C 1.0574 3.8473 -2.7997 0.05 0.09 0.03
C 2.1251 3.1424 -0.2243 0.05 0.07 0.03
H 1.8555 0.1830 -4.8644 0.00 0.02 0.03
H 1.6810 -1.5640 -4.8771 -0.03 0.00 0.01
H 3.3051 -0.8584 -4.7846 0.00 0.00 -0.01
H 4.6250 -1.7901 -1.1980 -0.06 -0.05 -0.02
H 2.5354 -3.0996 -3.0306 -0.03 0.01 0.01
H 2.3095 -2.7766 -1.3230 0.01 0.02 0.03
H 4.4005 0.1320 -2.6195 -0.02 0.02 0.00
H 3.5789 0.3431 -1.0806 -0.02 -0.01 0.00
H 2.9087 1.8953 -3.6667 0.00 -0.02 0.01
H 3.8775 2.5464 -2.3519 -0.01 -0.01 -0.02
H 1.9234 4.4829 -2.9993 -0.02 0.01 0.00
H 0.2963 4.4379 -2.2888 -0.02 -0.03 0.02
H 0.6417 3.5008 -3.7464 0.01 -0.03 0.00
H 2.8918 3.8998 -0.4036 -0.01 0.00 0.01
H 2.5289 2.3403 0.3955 0.00 -0.01 -0.02
H 1.2878 3.5808 0.3195 -0.02 -0.01 -0.02
O -1.0283 -1.3176 -1.4195 0.28 -0.44 -0.24
N -1.1184 -1.8867 -2.6244 -0.76 0.02 0.49
C -1.2543 -3.2340 -2.6089 0.22 0.13 -0.30
C -1.5447 -3.9055 -3.7617 0.06 0.15 0.00
C -1.7219 -3.1532 -4.9330 -0.01 -0.05 -0.02
C -1.5797 -1.7901 -4.9138 0.05 0.05 0.06
C -1.2608 -1.0955 -3.7254 0.11 -0.32 -0.23
S -1.0152 0.5871 -3.6189 -0.25 -0.04 -0.14
H -1.0738 -3.6753 -1.6397 -0.06 0.00 0.05
H -1.6263 -4.9812 -3.7453 -0.02 -0.01 -0.03
H -1.9717 -3.6519 -5.8604 0.01 0.00 -0.02
H -1.7094 -1.1917 -5.8039 -0.01 -0.03 -0.02
```
Forces are in eV/Å.

Atom charges from the Mulliken analysis, given in e for atoms 1 to 4:
1 Ti -0.7885
2 C -1.6338
3 C 0.5287
4 C -1.0907



In order of appearance, strongest force on any atom = 4.7, 5.6, 2.5, 5.0, 1.0 eV/Å.
In order of appearance, energy relative to the best compared isomer or geometry (same formula, charge and spin) = 670.67, 376.01, 285.43, 0.00, 171.68 kJ/mol.